{"formula": "C46H37N5O7S2Sn", "method": "ωB97M-V with the def2-TZVPD basis set", "symbols": ["Sn", "C", "O", "C", "N", "C", "C", "C", "C", "C", "C", "C", "C", "C", "C", "C", "C", "N", "C", "N", "C", "C", "O", "C", "C", "C", "C", "C", "C", "H", "H", "H", "H", "H", "H", "H", "H", "H", "H", "H", "H", "H", "H", "H", "H", "H", "H", "H", "S", "C", "N", "C", "C", "N", "C", "C", "C", "C", "C", "C", "C", "C", "S", "C", "C", "C", "C", "C", "C", "C", "H", "H", "H", "H", "H", "H", "H", "H", "H", "H", "H", "H", "H", "H", "H", "H", "H", "H", "O", "C", "C", "O", "C", "C", "O", "C", "O", "O"], "coordinates": [[-1.082, -1.644, -0.039], [-2.422, 2.537, -2.286], [-2.661, 2.632, -0.884], [-2.022, 1.594, -0.323], [-1.269, 0.893, -1.078], [-1.270, 1.506, -2.401], [-1.377, 0.558, -3.572], [-1.728, 1.042, -4.827], [-1.765, 0.190, -5.917], [-1.439, -1.149, -5.773], [-1.085, -1.636, -4.529], [-1.048, -0.781, -3.444], [-2.293, 1.325, 1.086], [-3.153, 2.153, 1.806], [-3.529, 1.764, 3.081], [-3.094, 0.540, 3.559], [-2.220, -0.210, 2.776], [-1.785, 0.211, 1.594], [-1.838, -1.566, 3.160], [-1.070, -2.318, 2.476], [-0.946, -3.596, 3.165], [-2.066, -3.492, 4.229], [-2.376, -2.096, 4.267], [-1.026, -4.754, 2.197], [-1.724, -5.918, 2.483], [-1.845, -6.911, 1.522], [-1.275, -6.750, 0.271], [-0.502, -5.630, 0.013], [-0.362, -4.649, 0.978], [-2.185, 3.534, -2.658], [-3.337, 2.173, -2.767], [-0.302, 2.022, -2.512], [-1.975, 2.086, -4.955], [-2.050, 0.574, -6.884], [-1.476, -1.810, -6.624], [-0.837, -2.678, -4.386], [-0.757, -1.179, -2.483], [-3.520, 3.063, 1.359], [-4.193, 2.381, 3.670], [-3.419, 0.156, 4.514], [0.049, -3.612, 3.640], [-1.780, -3.807, 5.233], [-2.971, -4.029, 3.918], [-2.173, -6.062, 3.455], [-2.397, -7.809, 1.758], [-1.419, -7.500, -0.492], [-0.009, -5.513, -0.941], [0.294, -3.800, 0.791], [1.649, -0.926, 1.743], [2.151, 0.486, 1.022], [2.496, 1.569, 1.751], [2.894, 2.802, 1.112], [3.623, 2.497, -0.185], [2.794, 1.641, -0.999], [2.883, 1.801, -2.433], [2.510, 3.196, -2.852], [3.165, 3.831, -3.899], [2.761, 5.086, -4.323], [1.694, 5.717, -3.706], [1.048, 5.097, -2.649], [1.457, 3.848, -2.220], [2.233, 0.550, -0.431], [1.709, -0.719, -1.365], [2.506, 1.551, 3.203], [3.919, 1.431, 3.715], [4.616, 0.241, 3.532], [5.938, 0.139, 3.926], [6.575, 1.222, 4.509], [5.881, 2.402, 4.713], [4.558, 2.505, 4.319], [3.559, 3.343, 1.787], [2.014, 3.429, 0.908], [4.573, 1.993, 0.038], [3.824, 3.418, -0.734], [2.181, 1.087, -2.880], [3.887, 1.541, -2.788], [3.992, 3.340, -4.393], [3.273, 5.571, -5.141], [1.359, 6.687, -4.045], [0.218, 5.585, -2.160], [0.968, 3.366, -1.383], [1.913, 0.692, 3.520], [2.034, 2.467, 3.570], [4.116, -0.602, 3.079], [6.473, -0.788, 3.780], [7.612, 1.149, 4.801], [6.369, 3.247, 5.176], [4.017, 3.425, 4.492], [-6.951, -3.223, -2.186], [-5.842, -2.967, -1.776], [-5.501, -1.958, -0.702], [-6.294, -1.233, -0.121], [-4.067, -2.045, -0.545], [-3.500, -2.995, -1.415], [-2.242, -3.211, -1.438], [-4.541, -3.587, -2.251], [-4.432, -4.385, -3.164], [-3.341, -1.348, 0.257]], "lowdin_charge": [1.3669, -0.0673, 0.0259, -0.3082, 0.1158, -0.2321, -0.1731, -0.0407, -0.0780, -0.0764, -0.0496, -0.0718, -0.1747, 0.0448, -0.0069, 0.0450, -0.1756, 0.0941, -0.3156, 0.0435, -0.2252, -0.0678, 0.0333, -0.1789, -0.0383, -0.0706, -0.0696, -0.0645, -0.0848, 0.1285, 0.1414, 0.1264, 0.1117, 0.1024, 0.1039, 0.1161, -0.0187, 0.1244, 0.1186, 0.1255, 0.1629, 0.1348, 0.1328, 0.1078, 0.1044, 0.1075, 0.1141, 0.0632, 0.7017, -0.6891, -0.1036, -0.1055, -0.1065, -0.1313, -0.1408, -0.2181, -0.0334, -0.0747, -0.0843, -0.0741, -0.0631, -0.6933, 0.7097, -0.1406, -0.2115, -0.0343, -0.0720, -0.0871, -0.0826, -0.0540, 0.1280, 0.1340, 0.1459, 0.1335, 0.0738, 0.1427, 0.1141, 0.1057, 0.1038, 0.1043, 0.1036, 0.0693, 0.1327, 0.0809, 0.1058, 0.1027, 0.1033, 0.1101, 0.1276, -0.2579, -0.3061, 0.0760, -0.3145, -0.3281, -0.1690, -0.2866, 0.0969, -0.1517], "homo_lumo_gap_ha": 0.18827}

---

{"formula": "C46H38BrCl5F3N6O4PSc", "method": "ωB97M-V with the def2-TZVPD basis set", "symbols": ["Sc", "Cl", "C", "C", "C", "Cl", "C", "Cl", "C", "Cl", "C", "Cl", "C", "O", "C", "C", "C", "Br", "C", "C", "C", "O", "C", "N", "C", "C", "C", "C", "C", "C", "N", "H", "H", "H", "H", "H", "H", "H", "H", "H", "H", "H", "F", "C", "F", "F", "C", "O", "O", "C", "C", "C", "C", "C", "C", "P", "C", "C", "C", "C", "C", "C", "C", "C", "C", "C", "C", "C", "H", "H", "H", "H", "H", "H", "H", "H", "H", "H", "H", "H", "H", "H", "H", "C", "N", "C", "N", "C", "N", "C", "N", "C", "C", "H", "H", "H", "H", "H", "H", "H", "H", "H", "H", "H", "H"], "coordinates": [[0.044, 0.694, -0.161], [-0.311, 3.041, 1.835], [-0.661, 3.646, 0.222], [-0.508, 2.732, -0.804], [-0.838, 3.192, -2.073], [-0.741, 2.066, -3.390], [-1.271, 4.494, -2.314], [-1.643, 5.016, -3.903], [-1.410, 5.376, -1.236], [-1.950, 6.978, -1.499], [-1.118, 4.947, 0.061], [-1.312, 5.992, 1.405], [2.733, 1.949, 1.838], [1.820, 0.850, 1.634], [1.703, -0.012, 2.708], [2.524, -0.008, 3.819], [2.242, -0.906, 4.845], [3.354, -0.912, 6.366], [1.170, -1.772, 4.779], [0.350, -1.784, 3.648], [0.650, -0.912, 2.617], [-0.115, -0.803, 1.467], [-0.856, -2.629, 3.666], [-1.617, -2.711, 4.719], [-2.670, -3.531, 4.340], [-3.784, -3.948, 5.070], [-4.689, -4.771, 4.437], [-4.507, -5.176, 3.103], [-3.416, -4.768, 2.363], [-2.508, -3.938, 3.012], [-1.341, -3.326, 2.585], [2.515, 2.433, 2.789], [2.572, 2.647, 1.026], [3.759, 1.584, 1.813], [3.363, 0.663, 3.911], [0.931, -2.436, 5.597], [-0.216, -1.690, 1.009], [-3.917, -3.632, 6.096], [-5.562, -5.117, 4.973], [-5.243, -5.824, 2.646], [-3.281, -5.077, 1.335], [-0.830, -3.590, 1.757], [-1.430, -4.086, -2.139], [-0.788, -2.967, -2.443], [0.300, -3.276, -3.160], [-1.587, -2.205, -3.195], [-0.364, -2.209, -1.161], [-0.202, -2.844, -0.125], [-0.193, -0.954, -1.308], [1.790, 0.710, -6.216], [2.446, 1.779, -5.628], [2.668, 1.797, -4.257], [2.227, 0.740, -3.468], [1.584, -0.342, -4.067], [1.366, -0.358, -5.433], [2.399, 0.721, -1.654], [3.336, -0.807, -1.358], [4.315, -1.234, -2.257], [5.021, -2.401, -2.013], [4.754, -3.156, -0.877], [3.779, -2.743, 0.018], [3.075, -1.572, -0.225], [3.528, 2.099, -1.301], [4.851, 1.912, -0.917], [5.646, 3.008, -0.605], [5.126, 4.292, -0.679], [3.806, 4.486, -1.068], [3.008, 3.395, -1.371], [1.616, 0.702, -7.284], [2.792, 2.605, -6.235], [3.186, 2.637, -3.816], [1.261, -1.180, -3.466], [0.867, -1.203, -5.888], [4.516, -0.659, -3.152], [5.777, -2.727, -2.715], [5.304, -4.069, -0.694], [3.564, -3.330, 0.901], [2.316, -1.258, 0.481], [5.264, 0.913, -0.851], [6.674, 2.856, -0.307], [5.749, 5.142, -0.435], [3.398, 5.486, -1.130], [1.974, 3.548, -1.659], [-3.155, 0.781, -1.168], [-4.596, 0.658, -1.091], [-5.090, 1.587, -0.072], [-4.513, 1.297, 1.243], [-3.073, 1.414, 1.153], [-2.480, 0.481, 0.139], [-2.924, -0.897, 0.539], [-4.361, -1.030, 0.620], [-4.940, -0.703, -0.684], [-4.861, -0.076, 1.611], [-2.905, 1.802, -1.451], [-2.763, 0.094, -1.922], [-6.175, 1.505, -0.011], [-4.831, 2.608, -0.361], [-2.627, 1.191, 2.125], [-2.822, 2.434, 0.865], [-2.489, -1.133, 1.509], [-2.561, -1.606, -0.205], [-6.025, -0.798, -0.627], [-4.565, -1.407, -1.430], [-4.429, -0.311, 2.586], [-5.946, -0.165, 1.679]], "lowdin_charge": [0.9946, 0.7882, -0.6761, -0.3252, -0.7054, 0.7826, -0.6987, 0.7241, -0.6928, 0.7298, -0.7053, 0.7265, -0.0539, -0.2209, -0.2140, -0.0398, -0.6595, 0.8015, -0.0476, -0.0508, -0.1623, -0.0698, -0.2737, 0.1937, -0.2219, -0.0101, -0.0832, -0.0830, -0.0162, -0.1910, 0.1694, 0.1032, 0.0698, 0.1115, 0.1091, 0.1208, 0.0632, 0.1145, 0.1039, 0.1046, 0.1108, 0.1354, 0.1874, -0.5539, 0.1705, 0.1687, -0.4702, 0.0812, -0.1070, -0.0647, -0.0646, -0.0868, -0.3959, -0.1188, -0.0597, 1.0983, -0.3559, -0.0774, -0.0544, -0.0580, -0.0540, -0.0858, -0.3820, -0.0750, -0.0595, -0.0601, -0.0580, -0.1238, 0.1111, 0.1117, 0.1000, 0.0824, 0.1135, 0.1189, 0.1134, 0.1126, 0.1135, 0.0751, 0.1063, 0.1123, 0.1118, 0.1138, 0.0987, -0.1692, -0.0732, -0.1469, -0.0742, -0.1809, -0.1008, -0.1655, -0.0702, -0.1484, -0.1474, 0.1045, 0.1195, 0.1331, 0.1336, 0.1232, 0.1017, 0.1158, 0.1196, 0.1333, 0.1328, 0.1344, 0.1335], "charge": 1, "homo_lumo_gap_ha": 0.27461}

---

LUMO level across the listed records, respectively: -1.39 -3.12 eV.
Highest occupied orbital energy across the listed records, respectively: -6.5 -10.6 eV.